1.
Formula: C4H8N2O
Source: the OMol25 dataset
Level of theory: ωB97M-V with the def2-TZVPD basis set

Last column: natural (NBO) charge in e.
Atoms and positions in Å:
N -2.743090 1.978582 -0.637505  -0.32
C -1.910214 1.256105 -0.285480  0.28
C -0.822464 0.399288 0.211140  -0.15
N -1.360408 -0.881854 0.661354  -0.83
C 0.214160 0.108669 -0.892976  -0.42
C 1.607390 -0.084712 -0.323085  -0.06
O 1.523462 -1.083462 0.683263  -0.74
H -0.349864 0.991925 1.013938  0.21
H -0.631932 -1.347794 1.194099  0.39
H -2.185764 -0.780011 1.239455  0.37
H 0.237383 0.898819 -1.652832  0.23
H -0.136257 -0.838148 -1.327305  0.24
H 1.995856 0.853163 0.107491  0.16
H 2.284699 -0.390062 -1.133873  0.17
H 2.362047 -1.114367 1.156376  0.48

Forces on atoms 1 to 6 (eV/Å):
N 0.8 -0.8 0.3
C -0.9 0.7 -0.4
C 0.0 0.1 0.0
N -0.1 0.0 0.3
C 0.0 -0.1 0.1
C 0.0 0.2 -0.3

- strongest force on any atom (eV Å⁻¹) = 1.196
- frontier orbital gap (Ha) = 0.3843
- net charge = 0
- structure (SMILES) = N#C[C@@H](N)CCO

=====

2.
Formula: C4H8N2O
Source: the OMol25 dataset
Level of theory: ωB97M-V with the def2-TZVPD basis set

Last column: natural (NBO) charge in e.
Atoms and positions in Å:
N 1.073716 1.367788 -2.350327  -0.29
C 0.876700 0.779064 -1.374049  0.24
C 0.616994 0.652488 0.060850  -0.11
N 0.642733 2.342970 0.108450  -0.87
C -0.694895 -0.122516 0.403932  -0.43
C -0.875687 -1.620883 0.026356  -0.05
O 0.061523 -2.431324 0.713219  -0.73
H 1.452904 0.098404 0.550095  0.24
H 0.354080 3.091545 0.761967  0.39
H 1.627794 2.541624 -0.031686  0.36
H -1.515386 0.417799 -0.072514  0.23
H -0.825524 -0.084030 1.488937  0.22
H -0.820476 -1.783631 -1.061592  0.17
H -1.903655 -1.898186 0.334399  0.17
H -0.070820 -3.351112 0.441961  0.48

Forces on atoms 1 to 6 (eV/Å):
N 0.0 -1.5 0.0
C 0.2 0.6 -1.1
C -0.1 1.1 0.0
N 0.3 -1.1 0.7
C 0.0 0.5 0.1
C -0.1 0.6 -0.2

- strongest force on any atom (eV Å⁻¹) = 1.994
- frontier orbital gap (Ha) = 0.3731
- net charge = 0
- structure (SMILES) = N#C[C@@H](N)CCO